DFT (the ωB97M-V functional and the def2-TZVPD basis) results for the ion C5H13N2 with charge +1 in a non-equilibrium geometry.

```
20
Properties=species:S:1:pos:R:3
C -0.61 -1.65 2.11
C -0.50 -0.61 1.05
N 0.67 0.16 1.31
C -0.65 -0.96 -0.43
C -0.63 0.18 -1.43
C 0.50 0.79 -1.87
N 0.94 2.07 -1.48
H 0.17 -2.47 1.93
H -0.51 -1.16 3.01
H -1.56 -2.35 2.01
H -1.37 0.11 1.24
H 0.78 0.90 0.54
H 0.54 0.66 2.17
H 1.52 -0.36 1.39
H 0.31 -1.65 -0.58
H -1.51 -1.67 -0.58
H -1.54 0.61 -1.75
H 1.22 0.03 -2.28
H 0.43 2.86 -1.74
H 1.57 2.36 -0.74
```

Properties
Energy above the lowest of the compared OMol25 structures with the same formula, charge and spin ... 487.9 kJ/mol
Spin multiplicity ... 1
Charge ... +1
Highest occupied orbital energy ... -11.8711 eV
Structure (SMILES) ... C[C@@H]([NH3+])C/C=C/N